Entry 1:
# C8H18

An isolated molecule of C8H18 (the ωB97M-V functional and the def2-TZVPD basis, the OMol25 dataset).

**LUMO energy**: 0.944 eV
**Relative energy (zero: lowest compared OMol25 entry of this formula, charge and spin)**: 0.000 eV
**Spin multiplicity**: 1
**Structure (SMILES)**: CCC(C)(C)C(C)C
**E_HOMO**: -10.204 eV

Structure (XYZ):
```
26
C8H18 (the ωB97M-V functional and the def2-TZVPD basis)
C -0.25 -1.24 2.47
C 0.46 -0.31 1.40
C -0.32 -0.16 0.11
C -0.30 -1.45 -0.70
C -1.77 0.24 0.39
C 0.41 1.05 -0.71
C 1.93 0.98 -0.75
C -0.11 1.18 -2.14
H 0.41 -1.34 3.33
H -0.43 -2.24 2.07
H -1.19 -0.82 2.82
H 0.61 0.66 1.87
H 1.43 -0.76 1.20
H -0.89 -1.35 -1.61
H 0.72 -1.72 -0.98
H -0.72 -2.27 -0.12
H -1.81 1.09 1.07
H -2.28 0.52 -0.53
H -2.31 -0.58 0.83
H 0.13 1.97 -0.17
H 2.26 0.03 -1.17
H 2.38 1.10 0.23
H 2.32 1.78 -1.38
H -1.19 1.20 -2.19
H 0.25 0.35 -2.75
H 0.26 2.10 -2.59
```

Entry 2:
# C5H13NO

A cluster of 3 separate species, C5H13NO in total (the ωB97M-V functional and the def2-TZVPD basis, the OMol25 dataset).

**LUMO energy**: -3.844 eV
**Relative energy (zero: lowest compared OMol25 entry of this formula, charge and spin)**: 10.614 eV
**Spin multiplicity**: 1
**E_HOMO**: -7.132 eV

Structure (XYZ):
```
20
C5H13NO (the ωB97M-V functional and the def2-TZVPD basis)
C -1.94 0.16 -1.52
C -1.09 0.84 -0.77
C -1.32 1.15 0.70
O -3.40 -0.39 1.10
C 1.28 -1.29 0.12
N 1.69 0.08 0.06
C 3.18 -0.07 0.01
H -1.83 -0.25 -2.53
H -2.87 -0.06 -1.00
H -0.09 1.23 -1.07
H -0.36 1.30 1.21
H -1.84 2.07 0.81
H -1.96 0.35 1.17
H -3.75 -0.34 1.99
H 1.97 -2.11 -0.21
H 0.76 -1.53 1.00
H 0.70 -0.86 -0.67
H 3.78 -0.67 0.71
H 3.62 0.90 -0.11
H 3.45 -0.53 -1.01
```

Entry 3:
# C4H6O2

An isolated molecule of C4H6O2 (the ωB97M-V functional and the def2-TZVPD basis, the OMol25 dataset).

**LUMO energy**: 0.979 eV
**Relative energy (zero: lowest compared OMol25 entry of this formula, charge and spin)**: 3.054 eV
**Spin multiplicity**: 1
**Structure (SMILES)**: C1OCC12CO2
**E_HOMO**: -9.968 eV

Structure (XYZ):
```
12
C4H6O2 (the ωB97M-V functional and the def2-TZVPD basis)
C -0.93 0.94 0.49
O -1.68 0.24 -0.52
C -0.78 -0.88 -0.46
C 0.25 0.02 0.21
C 1.62 0.10 -0.24
O 1.28 -0.35 1.07
H -0.87 2.02 0.34
H -1.34 0.71 1.49
H -1.14 -1.69 0.18
H -0.54 -1.27 -1.46
H 1.83 -0.72 -0.94
H 2.25 0.98 -0.33
```

Entry 4:
# C6H5NO

An isolated molecule of C6H5NO (the ωB97M-V functional and the def2-TZVPD basis, the OMol25 dataset).

**LUMO energy (alpha / beta)**: -0.278 / -0.278 eV
**Relative energy (zero: lowest compared OMol25 entry of this formula, charge and spin)**: 6.361 eV
**Spin multiplicity**: 1
**E_HOMO (alpha / beta)**: -8.384 / -8.384 eV

Structure (XYZ):
```
13
C6H5NO (the ωB97M-V functional and the def2-TZVPD basis)
C -1.79 -1.60 -1.71
C -2.24 0.03 0.39
C -1.92 -0.62 -0.77
C -0.84 -0.55 -1.76
C -0.54 1.64 -0.22
C 1.60 0.87 0.52
N -1.36 1.03 0.46
O 0.78 1.79 -0.16
H -2.13 -2.52 -2.08
H -2.99 0.01 1.14
H 0.94 0.24 1.23
H 2.43 1.58 0.87
H 1.95 0.25 -0.30
```

Entry 5:
# C23H23BrN4O2S

An isolated molecule of C23H23BrN4O2S (the ωB97M-V functional and the def2-TZVPD basis, the OMol25 dataset).

**LUMO energy**: 0.140 eV
**Spin multiplicity**: 1
**Structure (SMILES)**: CCc1cccc(C)c1NC(=O)CSc1nnc(-c2cc3cc(Br)ccc3o2)n1CC
**E_HOMO**: -8.067 eV

Structure (XYZ):
```
54
C23H23BrN4O2S (the ωB97M-V functional and the def2-TZVPD basis)
C -5.84 -1.61 2.01
C -4.71 -0.97 1.22
C -3.75 -1.94 0.58
C -3.62 -3.24 1.04
C -2.77 -4.14 0.41
C -2.05 -3.75 -0.70
C -2.14 -2.45 -1.18
C -1.35 -2.02 -2.38
C -2.97 -1.55 -0.51
N -3.05 -0.22 -1.01
C -2.79 0.89 -0.29
O -2.50 0.91 0.89
C -2.94 2.18 -1.09
S -1.62 3.33 -0.60
C -0.31 2.24 -0.89
N -0.38 1.15 -1.62
N 0.81 0.57 -1.59
C 1.61 1.29 -0.84
C 2.98 0.94 -0.60
C 3.67 -0.14 -1.07
C 4.98 -0.04 -0.54
C 6.14 -0.80 -0.64
C 7.25 -0.35 0.06
Br 8.86 -1.36 -0.04
C 7.24 0.81 0.83
C 6.10 1.57 0.94
C 4.98 1.14 0.25
O 3.76 1.73 0.21
N 0.94 2.39 -0.38
C 1.35 3.41 0.56
C 1.15 2.94 1.99
H -6.36 -2.35 1.41
H -5.47 -2.09 2.91
H -6.56 -0.85 2.31
H -4.14 -0.30 1.88
H -5.13 -0.34 0.43
H -4.18 -3.57 1.89
H -2.69 -5.15 0.78
H -1.40 -4.45 -1.20
H -0.75 -1.14 -2.17
H -2.02 -1.78 -3.21
H -0.70 -2.83 -2.71
H -2.99 -0.14 -2.01
H -2.87 2.02 -2.17
H -3.87 2.68 -0.83
H 3.27 -0.89 -1.72
H 6.17 -1.70 -1.23
H 8.14 1.10 1.35
H 6.07 2.47 1.53
H 2.40 3.65 0.37
H 0.74 4.30 0.36
H 1.40 3.74 2.68
H 1.78 2.08 2.20
H 0.11 2.65 2.15
```

Entry 6:
# C2H7S2

A cluster of 2 separate species, C2H7S2 in total (the ωB97M-V functional and the def2-TZVPD basis, the OMol25 dataset).

**LUMO energy**: 2.633 eV
**Relative energy (zero: lowest compared OMol25 entry of this formula, charge and spin)**: 1.153 eV
**Spin multiplicity**: 1
**Total charge**: -1
**E_HOMO**: -2.189 eV

Structure (XYZ):
```
11
C2H7S2 (the ωB97M-V functional and the def2-TZVPD basis)
S -4.33 -2.79 5.28
H -3.95 -2.81 3.99
C 1.77 0.65 0.02
S 0.21 -0.11 -0.45
C 0.03 0.48 -2.13
H 2.72 0.52 -0.50
H 2.03 0.33 1.04
H 1.47 1.68 0.15
H -0.45 -0.28 -2.75
H -0.45 1.48 -2.06
H 0.94 0.86 -2.59
```

Entry 7:
# C2Cl3N3O

A cluster of 2 separate species, C2Cl3N3O in total (the ωB97M-V functional and the def2-TZVPD basis, the OMol25 dataset).

**LUMO energy (alpha / beta)**: -2.757 / -2.755 eV
**Relative energy (zero: lowest compared OMol25 entry of this formula, charge and spin)**: 2.050 eV
**Spin multiplicity**: 1
**Structure (SMILES)**: ClN=C=NCl.O=C=NCl
**E_HOMO (alpha / beta)**: -10.345 / -10.345 eV

Structure (XYZ):
```
9
C2Cl3N3O (the ωB97M-V functional and the def2-TZVPD basis)
Cl 0.02 1.35 2.40
N -0.75 1.36 0.86
C -0.93 0.21 0.39
N -1.34 -0.60 -0.47
Cl -2.95 -1.68 -0.77
O 0.99 1.27 -1.60
C 1.26 0.45 -0.79
N 1.93 -0.42 -0.31
Cl 1.78 -1.92 0.28
```

Entry 8:
# C5H14O2

A cluster of 3 separate species, C5H14O2 in total (the ωB97M-V functional and the def2-TZVPD basis, the OMol25 dataset).

**LUMO energy**: 0.642 eV
**Relative energy (zero: lowest compared OMol25 entry of this formula, charge and spin)**: 2.385 eV
**Spin multiplicity**: 1
**Structure (SMILES)**: C=C(C)O.CO.C
**E_HOMO**: -9.000 eV

Structure (XYZ):
```
21
C5H14O2 (the ωB97M-V functional and the def2-TZVPD basis)
C -1.64 0.71 -0.51
C -0.53 1.28 -1.08
C 0.38 0.53 -2.00
O -0.20 2.55 -0.77
H -2.22 0.05 -1.14
H -2.28 1.36 0.08
H 1.43 0.66 -1.71
H 0.16 -0.54 -1.95
H 0.23 0.88 -3.02
H 0.66 2.77 -1.14
C -0.18 -2.60 1.19
O -0.30 -1.71 0.11
H -0.45 -3.61 0.89
H -0.79 -2.32 2.07
H 0.86 -2.65 1.55
H -0.95 -0.74 0.10
C 1.17 0.69 1.44
H 1.17 0.22 2.41
H 0.39 1.45 1.45
H 2.10 1.22 1.28
H 1.00 -0.19 0.76
```